One molecule with the formula C19H16ClN3O4S. Source: the OMol25 dataset; level of theory: wB97M-V/def2-TZVPD.

Atoms and positions in Å:
1 C 6.1342 2.4353 2.9629
2 H 7.0169 2.7878 3.4944
3 H 5.8963 3.1337 2.1543
4 H 5.2906 2.3834 3.6590
5 O 6.4735 1.1640 2.4654
6 C 5.5466 0.4843 1.7322
7 C 4.2637 0.9356 1.4452
8 C 3.3982 0.1564 0.6950
9 C 3.8021 -1.0789 0.2093
10 C 5.0899 -1.5300 0.4919
11 C 5.9478 -0.7612 1.2471
12 H 6.9453 -1.1033 1.4718
13 H 5.4140 -2.4901 0.1178
14 N 2.9152 -1.8787 -0.5155
15 S 1.6737 -1.2834 -1.4619
16 O 1.9664 0.0294 -1.9571
17 O 1.3880 -2.3193 -2.4107
18 C 0.2843 -1.1612 -0.3364
19 C -0.8899 -0.7086 -0.8978
20 C -2.0373 -0.5943 -0.1128
21 C -1.9685 -0.9327 1.2385
22 C -0.7782 -1.3845 1.7792
23 C 0.3608 -1.5089 0.9968
24 H 1.2894 -1.8646 1.4118
25 H -0.7397 -1.6457 2.8254
26 H -2.8500 -0.8444 1.8515
27 N -3.2026 -0.1416 -0.7292
28 C -4.4540 -0.0040 -0.1931
29 O -4.7452 -0.2614 0.9537
30 C -5.4698 0.4834 -1.1723
31 C -6.7887 0.0554 -1.0212
32 N -7.7686 0.4254 -1.8201
33 C -7.4911 1.2565 -2.8041
34 C -6.2220 1.7754 -3.0456
35 C -5.1966 1.3766 -2.2091
36 H -4.2065 1.7877 -2.3494
37 H -6.0574 2.4693 -3.8534
38 Cl -8.8043 1.7048 -3.8105
39 H -7.0533 -0.6195 -0.2192
40 H -3.1014 0.0461 -1.7173
41 H -0.8943 -0.4537 -1.9470
42 H 3.2944 -2.7356 -0.8856
43 H 2.4100 0.5212 0.4672
44 H 3.9186 1.8938 1.7989

Properties
**Energy relative to the best compared isomer or geometry (same formula, charge and spin)**: 6.0 kcal per mole
**Structure (SMILES)**: COc1ccc(NS(=O)(=O)c2cccc(NC(=O)c3ccc(Cl)nc3)c2)cc1
**Multiplicity**: 1
**Frontier orbital gap**: 8.16 eV
**HOMO energy**: -8.2 eV
**Charge**: 0
**Max |F|**: 0.0207 Eh/bohr